# 1
10
Properties=species:S:1:pos:R:3:forces:R:3:mulliken_charge:R:1 method="wB97M-V/def2-TZVPD" relative_energy_kcal_mol=43.4 s_squared=0.75 spin_multiplicity=2 lumo_energy_ev="3.9 / 4.1" total_charge=-1
S -1.69652 -1.58873 0.40692 -2.678 0.537 1.837 -0.474
S -0.12471 -2.38880 -0.68496 2.531 -1.191 -1.335 -0.472
C 0.12499 1.34673 0.61588 1.779 0.186 0.681 -0.826
C 1.09013 1.04180 -0.26734 1.843 -2.383 2.761 -0.279
H -0.73876 -2.90141 -1.76735 -0.150 0.286 -0.140 0.041
H 0.18690 1.11188 1.70891 0.009 -0.321 -1.272 0.313
H -0.63504 2.05115 0.40615 -0.851 0.519 -0.515 0.333
H 1.17789 1.39744 -1.27740 -0.243 -0.059 -0.224 0.258
H 1.96656 0.25947 0.13699 -2.376 2.263 -1.417 0.137
H -1.35145 -0.32952 0.72221 0.135 0.163 -0.377 -0.030

***

# 2
84
Properties=species:S:1:pos:R:3:forces:R:3:mulliken_charge:R:1 method="wB97M-V/def2-TZVPD" relative_energy_kcal_mol=3.3 s_squared=8.76 spin_multiplicity=6 lumo_energy_ev="-2.6 / -3.8" total_charge=+1
I 3.45822 -0.26646 0.81848 -0.110 0.116 0.002 0.134
Ru 0.30100 -0.36219 0.26532 -0.264 0.091 0.309 1.497
O 1.19608 -0.55131 -1.81630 -0.011 -0.143 -0.026 -0.789
O -1.51975 -0.41701 1.32673 0.106 -0.013 -0.226 -0.425
O -0.64716 2.98527 5.28827 -0.057 0.038 0.002 -0.500
O 0.07635 -2.70198 -0.11715 0.186 -0.097 -0.075 -0.194
O 0.62470 1.39737 -1.02621 0.141 -0.228 -0.292 -0.910
O 0.80495 -1.79172 2.13906 0.284 0.378 -0.042 -0.595
O -1.47312 -0.91777 -1.23077 -0.062 0.003 0.013 -0.541
N -3.37179 -0.58060 4.34832 0.009 0.003 -0.026 -0.604
N -0.41637 -3.20389 3.40731 -0.009 -0.130 0.039 0.227
N -2.30710 -2.28101 -2.81917 -0.031 -0.104 -0.019 0.213
N 0.75108 1.20749 1.84745 0.258 0.117 0.196 0.576
C 2.11063 2.53359 -3.33692 -0.051 -0.023 0.020 0.744
C 1.34622 1.28416 -5.70458 0.010 0.018 0.041 -0.842
C -3.26859 -1.27648 -3.25801 0.011 0.044 0.022 -0.957
C -2.16116 -3.43921 -3.68803 -0.028 -0.025 -0.001 -0.866
C -1.45653 0.79402 4.76803 0.106 -0.030 -0.108 1.378
C 2.56970 3.22346 -2.08348 0.027 0.069 0.008 -1.193
C 2.37516 3.12338 -7.07955 0.010 0.002 -0.028 -1.550
C 2.42624 3.08334 -4.56895 -0.016 -0.026 -0.048 -0.977
C -0.48634 -3.40335 0.97677 -0.107 -0.101 -0.050 -1.166
C -2.60652 0.17068 5.16625 -0.037 0.015 0.103 -1.318
C 4.11018 2.66402 1.10749 -0.031 0.003 -0.002 -0.466
C 1.81145 2.14422 1.64729 0.086 0.058 -0.053 0.021
C -1.46972 -2.00214 -1.81909 0.233 -0.018 0.100 0.732
C -3.91891 -1.48460 2.17501 0.022 0.004 -0.021 -1.211
C 2.04617 2.48058 -5.76334 -0.007 0.006 0.036 0.534
C 3.86432 4.00722 1.34726 0.116 0.002 -0.035 -0.575
C 1.06551 0.69447 -2.00086 -0.027 0.184 0.142 1.841
C -1.01688 0.61017 3.42799 0.090 0.054 0.283 -0.020
C -3.01470 -0.72601 3.09828 0.038 0.011 -0.108 0.696
C -1.41840 -4.25598 3.52041 0.005 0.013 0.017 -0.910
C 0.17627 1.29716 2.99924 -0.166 -0.001 -0.241 -1.139
C 3.08209 1.74630 1.24437 -0.046 -0.108 -0.008 -0.314
C 1.57959 3.50167 1.86813 -0.093 -0.257 -0.018 0.073
C 0.27170 -0.61857 -4.51058 -0.002 -0.026 -0.042 -0.791
C 2.59788 4.42544 1.71760 -0.049 0.078 0.026 -0.841
C -1.80171 -0.16555 2.56842 -0.131 -0.087 0.126 -0.090
C -0.45220 -3.06523 -1.38274 -0.200 0.058 -0.064 -1.553
C 1.02940 0.68174 -4.49351 0.044 0.056 0.015 0.423
C 0.01856 -2.59491 4.65718 0.034 0.073 -0.007 -1.060
C 1.40791 1.31885 -3.30425 -0.032 -0.067 0.007 0.251
C 0.01555 -2.73372 2.24461 -0.202 -0.202 -0.140 0.582
C -0.68470 1.63532 5.74838 0.001 -0.035 0.047 -0.959
H -0.90550 -4.05497 -1.32105 0.022 0.004 -0.018 0.733
H -4.22605 -0.85020 1.34169 -0.005 0.002 0.004 0.374
H 4.66604 4.72371 1.23107 -0.001 0.005 0.004 0.429
H 2.18887 2.44414 -7.90983 0.002 0.004 -0.006 0.364
H -3.41243 -2.34289 1.72906 0.015 -0.031 -0.001 0.164
H 3.42100 3.42916 -7.11417 0.001 0.005 -0.003 0.376
H -4.79480 -1.82250 2.72245 0.001 0.000 0.007 0.349
H 3.18895 4.08398 -2.33213 0.007 -0.001 -0.008 0.424
H 2.98531 4.01155 -4.59944 0.005 0.010 0.002 0.385
H -3.32589 -0.48673 -2.51638 -0.005 -0.004 -0.016 0.270
H -1.32881 -4.98387 2.71769 -0.015 0.008 -0.011 0.350
H -1.73083 -4.28818 -3.16505 0.014 0.005 0.004 0.325
H 0.33780 1.25341 5.86154 -0.015 0.002 0.012 0.287
H 0.71494 -1.79110 4.43907 -0.026 -0.019 0.016 0.243
H 1.76801 4.01735 -7.23297 0.000 0.003 0.000 0.313
H -3.14650 -3.73325 -4.04500 0.006 -0.009 0.005 0.344
H -2.96835 0.27322 6.18293 0.026 0.013 0.003 0.325
H 0.57826 3.80168 2.14911 0.016 0.119 -0.007 0.621
H -4.24340 -1.74967 -3.37109 -0.002 0.013 -0.009 0.374
H -0.15188 -4.44588 0.94903 -0.029 0.010 0.003 0.630
H 0.51004 -3.34923 5.27188 -0.009 0.015 0.026 0.406
H 0.37371 -3.09615 -2.09452 -0.014 0.062 0.000 0.346
H 5.09522 2.33586 0.80595 0.004 -0.016 -0.003 0.446
H 0.59749 2.00939 3.70282 -0.019 0.007 0.077 0.939
H 0.92821 -1.45280 -4.25878 -0.009 -0.012 0.008 0.314
H 1.72913 3.55830 -1.47764 0.005 0.005 0.005 0.265
H -0.84634 -2.19739 5.18898 -0.014 0.020 0.016 0.401
H -2.96759 -0.84956 -4.21625 0.021 0.000 -0.012 0.342
H 1.03868 0.80442 -6.62668 0.000 -0.009 -0.005 0.338
H -0.60927 3.57841 6.04456 0.039 -0.024 -0.017 0.313
H -1.53538 -3.20173 -4.55132 -0.005 0.011 -0.004 0.221
H -1.57861 -3.37606 0.93096 -0.007 0.043 0.038 0.582
H -1.16920 1.56662 6.72388 -0.007 0.002 -0.011 0.482
H -0.54036 -0.60455 -3.78610 -0.021 -0.002 -0.013 -0.242
H 3.16277 2.54829 -1.46693 0.001 -0.002 0.043 0.124
H -0.14509 -0.79318 -5.50260 -0.001 0.004 0.002 0.460
H -1.25898 -4.78124 4.45974 0.002 -0.010 -0.012 0.360
H 2.40099 5.47509 1.88784 -0.017 0.000 0.005 0.397
H -2.42546 -3.83373 3.52750 -0.011 -0.008 0.003 0.264

***

# 3
13
Properties=species:S:1:pos:R:3:forces:R:3:mulliken_charge:R:1 method="wB97M-V/def2-TZVPD" smiles="C/C=C/O.O" relative_energy_kcal_mol=51.1 spin_multiplicity=1 lumo_energy_ev=0.8
O -1.02792 -1.51078 -0.18836 0.803 -0.383 0.296 -0.491
O 1.69619 -1.39733 -2.24241 -0.082 -0.069 -0.138 -0.635
C -0.21927 1.92298 1.08711 0.019 -2.077 1.606 -1.020
C -0.33995 -0.63661 0.64904 0.260 0.153 -0.265 -0.003
C -0.18391 0.62722 0.26268 0.502 1.706 -0.323 -0.185
H -1.26240 -2.22534 0.41235 -0.101 -0.315 -0.453 0.345
H 0.13192 -1.14485 1.51353 -0.902 0.848 0.012 0.324
H -1.26232 1.92516 1.42621 0.025 0.684 -0.306 0.269
H 0.04513 2.83301 0.57755 0.136 0.061 -0.298 0.315
H 0.30691 1.83383 2.04931 0.290 0.190 -0.300 0.285
H 1.19788 -2.12752 -1.86124 -0.015 0.048 0.121 0.305
H 1.08981 -1.03415 -2.89651 0.065 0.053 0.030 0.313
H -0.17206 0.93439 -0.78928 -1.000 -0.899 0.018 0.177

***

# 4
20
Properties=species:S:1:pos:R:3:forces:R:3:mulliken_charge:R:1 method="wB97M-V/def2-TZVPD" smiles=CC(C)CCC[O-] relative_energy_kcal_mol=21.4 spin_multiplicity=1 lumo_energy_ev=3.7 total_charge=-1
O -1.88222 -2.12460 -2.35075 -0.288 -0.059 -0.663 -0.883
C -1.94647 -1.01582 -1.63222 2.247 -0.323 0.273 -0.387
C 1.27036 -0.20986 1.93352 -2.049 -0.269 1.235 -1.623
C -0.51425 -0.20626 -1.51641 -1.078 -0.241 0.150 -0.483
C 0.19505 -0.57617 -0.21689 0.061 -1.136 -0.133 -1.311
C 0.19540 0.36934 0.99516 2.113 0.703 -2.008 0.700
C 0.73086 1.74551 0.51005 -0.139 0.408 0.515 -1.280
H 0.21606 2.56597 1.01985 0.012 0.095 -0.151 0.257
H 0.15300 -0.46305 -2.34100 -0.358 -0.103 -0.263 0.177
H -0.83549 0.46763 1.32967 0.168 -0.122 0.620 0.378
H 1.79477 1.88345 0.72172 0.031 -0.219 0.237 0.331
H -2.65813 -0.21481 -1.94433 -0.447 -0.166 0.071 0.165
H 1.20994 -0.93670 -0.42851 0.368 0.727 -0.003 0.397
H -2.04039 -1.29946 -0.54972 -0.928 0.674 0.231 0.138
H 1.34502 0.28248 2.91159 0.213 0.389 -0.272 0.390
H -0.21528 -1.54586 0.10654 -0.405 0.150 0.083 0.439
H 2.23269 -0.27560 1.44061 0.024 -0.023 -0.040 0.409
H 0.86860 -1.18561 2.19870 0.549 -0.580 -0.017 0.392
H 0.66481 1.88672 -0.56203 -0.429 0.016 -0.143 0.386
H -0.78433 0.85271 -1.62555 0.334 0.079 0.279 0.407

***

# 5
34
Properties=species:S:1:pos:R:3:forces:R:3:mulliken_charge:R:1 method="wB97M-V/def2-TZVPD" relative_energy_kcal_mol=34.9 spin_multiplicity=1 lumo_energy_ev="-9.9 / -9.8" total_charge=+2
Pd 0.36445 -0.65441 -0.37170 -2.149 -0.322 0.280 0.871
O -3.52575 -2.46461 -0.33290 0.479 0.592 -0.053 -0.300
O -1.82595 -1.11031 -0.37890 1.517 1.176 -0.050 -0.524
O 2.61345 -0.94021 0.13760 -0.795 0.091 -0.351 -0.493
N -1.38695 -3.33601 -0.35470 -0.147 -0.114 -0.026 0.073
N -0.07565 1.54239 -0.17820 0.966 -1.884 -0.169 0.005
N 0.00795 -3.10331 -0.38260 0.352 0.881 -0.078 -0.683
C 0.95595 2.38819 -0.24730 0.443 0.244 -0.155 0.791
C -4.15445 -3.74831 -0.26790 -0.453 -0.648 0.049 -0.783
C 2.28685 1.84709 -0.69610 0.026 -0.094 0.109 -0.939
C -0.50635 4.19759 0.33180 -0.018 0.005 -0.002 -0.325
C -1.30375 1.96549 0.10320 -0.872 -0.008 0.195 -0.221
C -2.24375 -2.27981 -0.35950 0.383 -0.672 0.062 0.725
C 3.21485 1.43229 0.45890 -0.296 -0.321 -0.262 -0.540
C 0.76825 3.73719 0.04900 -0.108 -0.455 -0.093 -0.603
C 2.80075 0.10999 1.09660 0.231 0.732 0.900 -0.509
C -1.57065 3.30749 0.32970 0.293 -0.358 -0.054 -0.753
H 2.78235 2.62269 -1.27910 -0.021 -0.086 -0.093 0.427
H 2.11795 0.97969 -1.36570 0.132 0.533 0.103 0.290
H -0.67525 5.24449 0.54020 0.012 0.051 -0.003 0.450
H 3.22595 2.19479 1.23680 0.073 0.044 0.037 0.418
H 0.45875 -3.53571 0.43120 -0.230 0.182 -0.230 0.314
H -1.72135 -4.29541 -0.36200 0.132 0.251 -0.001 0.236
H -5.22255 -3.53311 -0.26390 0.190 -0.049 -0.005 0.242
H 4.22935 1.35119 0.06680 0.078 -0.031 0.058 0.325
H -3.92185 -4.35331 -1.14700 0.071 0.112 0.030 0.382
H 1.61755 4.40249 0.02590 0.050 0.069 -0.060 0.432
H -2.58255 3.63299 0.50980 -0.068 -0.044 0.066 0.444
H -3.89575 -4.26651 0.65810 0.067 0.093 -0.059 0.385
H 3.44415 -1.05641 -0.35320 -0.347 -0.060 -0.215 0.328
H 3.55275 -0.20361 1.82700 -0.162 -0.009 -0.049 0.387
H 1.83295 0.20879 1.61570 0.339 -0.056 -0.048 0.364
H -2.08715 1.21529 0.15440 0.101 0.082 -0.080 0.468
H 0.42555 -3.49901 -1.23200 -0.269 0.075 0.247 0.314